1.
Molecular formula: C36H25ClF6N4O6Pb
Method: DFT, wB97M-V/def2-TZVPD

Summary:
Energy relative to the best compared isomer or geometry (same formula, charge and spin) = 33.9 kcal per mole
Calculated total energy = -90060.5171 eV
Total charge = -2
Frontier orbital gap = 6.47 eV
Strongest force on any atom = 0.014 hartree/bohr

Atoms and positions in Å:
Pb1 -0.5664 0.1547 0.1132
C1 -1.0027 -0.0865 -4.4151
O1 -1.0887 1.2643 -4.8961
C2 -1.1711 2.3465 -4.0557
C3 -1.1262 3.5649 -4.6848
C4 -1.1637 4.7751 -3.9653
C5 -1.2427 4.7194 -2.5974
C6 -1.2886 3.4891 -1.9094
C7 -1.3531 3.5769 -0.4621
N1 -1.1914 2.6421 0.3973
N2 -1.2002 3.0913 1.7101
C8 -1.7728 2.4161 2.6270
O2 -2.6340 1.3995 2.5508
C9 -1.5866 2.8854 4.0365
C10 -2.1640 2.1745 5.0840
C11 -2.0049 2.5986 6.3984
C12 -1.2752 3.7445 6.6801
C13 -0.6932 4.4563 5.6357
C14 -0.8443 4.0287 4.3252
C15 -1.2854 2.2417 -2.6181
O3 -1.3814 1.1047 -2.0561
H1 -1.9147 -0.4035 -3.9154
H2 -0.8467 -0.6878 -5.3105
H3 -0.1737 -0.2349 -3.7292
H4 -1.0580 3.5702 -5.7684
H5 -1.1225 5.7243 -4.4866
H6 -1.2540 5.6340 -2.0098
H7 -1.5466 4.5729 -0.0601
H8 -2.7320 1.2826 4.8531
H9 -2.4481 2.0253 7.2058
H10 -1.1555 4.0804 7.7040
H11 -0.1145 5.3496 5.8464
H12 -0.3817 4.5593 3.5040
Cl1 1.5213 -4.1241 5.9120
C16 1.2966 -2.7448 4.8355
C17 0.8533 -1.5250 5.3532
C18 0.6619 -0.4574 4.5097
C19 0.9048 -0.5192 3.0949
O4 0.6129 0.4790 2.3520
C20 1.4561 -1.7678 2.6236
C21 1.9006 -2.0111 1.2511
N3 2.3478 -1.1274 0.4540
C22 2.8366 -1.5225 -0.7833
C23 3.5617 -2.6804 -0.9750
C24 4.0823 -3.0308 -2.2362
C25 3.8705 -2.2417 -3.3291
C26 3.1364 -1.0395 -3.1878
C27 2.8714 -0.1790 -4.2779
C28 2.1902 0.9825 -4.0772
C29 1.7800 1.3033 -2.7634
N4 1.9832 0.5250 -1.7326
C30 2.6429 -0.6520 -1.9162
C31 1.5753 -2.8589 3.4969
H13 0.6461 -1.4337 6.4141
H14 0.2965 0.4874 4.8949
H15 1.8221 -3.0561 0.9189
H16 3.7301 -3.3333 -0.1270
H17 4.6536 -3.9465 -2.3360
H18 4.2519 -2.5218 -4.3065
H19 3.2079 -0.4648 -5.2687
H20 1.9521 1.6511 -4.8958
H21 1.2559 2.2367 -2.5696
H22 1.9242 -3.8089 3.1012
C32 -0.6881 -3.6839 -2.7350
C33 -0.9575 -3.3470 -1.2519
O5 -0.2970 -2.2624 -0.8300
C34 -2.4991 -3.1898 -1.0947
F1 -2.8819 -2.0210 -1.6496
F2 -3.2176 -4.1735 -1.7213
F3 -2.8943 -3.1778 0.1847
C35 -0.5022 -4.5916 -0.4211
F4 -0.5811 -4.3948 0.9046
F5 -1.1863 -5.7413 -0.6967
F6 0.8062 -4.8576 -0.6930
H23 -1.0583 -2.8530 -3.3382
H24 -1.1626 -4.6132 -3.0557
H25 0.3911 -3.7544 -2.8615
O6 -3.6722 -0.2981 1.5655
C36 -2.6406 0.2808 1.5324

Listed below, in e, are the Löwdin charges computed for each atom:
1. Pb 1.536
2. C -0.079
3. O -0.099
4. C -0.227
5. C -0.046
6. C -0.139
7. C -0.100
8. C -0.150
9. C -0.089
10. N -0.059
11. N 0.081
12. C -0.373
13. O -0.052
14. C -0.132
15. C -0.029
16. C -0.097
17. C -0.119
18. C -0.102
19. C -0.032
20. C -0.350
21. O -0.217
22. H 0.083
23. H 0.085
24. H 0.067
25. H 0.104
26. H 0.077
27. H 0.093
28. H 0.114
29. H 0.118
30. H 0.093
31. H 0.087
32. H 0.090
33. H 0.103
34. Cl 0.550
35. C -0.689
36. C -0.135
37. C -0.014
38. C -0.392
39. O -0.210
40. C -0.123
41. C -0.132
42. N 0.106
43. C -0.211
44. C -0.029
45. C -0.097
46. C -0.070
47. C -0.163
48. C -0.034
49. C -0.064
50. C -0.136
51. N 0.115
52. C -0.149
53. C -0.094
54. H 0.091
55. H 0.098
56. H 0.107
57. H 0.106
58. H 0.093
59. H 0.098
60. H 0.107
61. H 0.106
62. H 0.111
63. H 0.107
64. C 0.006
65. C -0.530
66. O -0.286
67. C -0.539
68. F 0.128
69. F 0.099
70. F 0.150
71. C -0.526
72. F 0.140
73. F 0.108
74. F 0.105
75. H 0.077
76. H 0.079
77. H 0.083
78. O 0.006
79. C -0.396


2.
Molecular formula: C36H25F3MgN5O6Sb
Method: DFT, wB97M-V/def2-TZVPD

Summary:
Energy relative to the best compared isomer or geometry (same formula, charge and spin) = 19.2 kcal per mole
Calculated total energy = -77603.6589 eV
Total charge = 0
Frontier orbital gap = 7.43 eV
Strongest force on any atom = 0.020 hartree/bohr

Atoms and positions in Å:
Mg1 0.3020 0.4993 -0.0366
O1 -2.7516 -0.1093 2.3438
C1 -2.4392 0.1069 1.1933
O2 -1.2522 -0.0689 0.7013
C2 -3.5304 0.5870 0.2220
C3 -4.8592 0.4674 0.5954
C4 -5.8617 0.7929 -0.3054
C5 -5.5828 1.1974 -1.5965
C6 -4.2555 1.3239 -1.9580
C7 -3.2264 1.0620 -1.0546
N1 -3.9245 1.6280 -3.3451
O3 -4.8002 2.0592 -4.0636
O4 -2.7784 1.4108 -3.7027
N2 -7.2634 0.6650 0.1076
O5 -8.1149 0.9379 -0.7159
O6 -7.4826 0.2955 1.2429
H1 -5.1120 0.1194 1.5874
H2 -6.3704 1.3940 -2.3087
H3 -2.2088 1.2817 -1.3196
F1 -5.1408 -4.8572 -6.0083
C8 -4.3047 -4.3032 -5.1113
C9 -2.9442 -4.4896 -5.2574
C10 -2.0886 -3.9189 -4.3267
C11 -2.5870 -3.1757 -3.2623
C12 -3.9632 -2.9909 -3.1595
C13 -4.8351 -3.5609 -4.0745
Sb1 -1.2658 -2.1343 -1.9035
C14 -1.8401 -3.2162 -0.1197
C15 -0.9079 -3.8483 0.6963
C16 -1.2881 -4.4127 1.9056
C17 -2.6074 -4.3158 2.3015
F2 -2.9786 -4.8593 3.4754
C18 -3.5552 -3.6782 1.5270
C19 -3.1593 -3.1313 0.3166
C20 0.4969 -3.2953 -2.3682
C21 1.6003 -2.6337 -2.8987
C22 2.7780 -3.3162 -3.1701
C23 2.8293 -4.6694 -2.9040
F3 3.9732 -5.3378 -3.1376
C24 1.7390 -5.3637 -2.4127
C25 0.5676 -4.6698 -2.1496
H4 -2.5718 -5.0645 -6.0945
H5 -1.0194 -4.0525 -4.4349
H6 -4.3737 -2.3929 -2.3540
H7 -5.9058 -3.4271 -3.9999
H8 0.1301 -3.9057 0.3908
H9 -0.5747 -4.9102 2.5490
H10 -4.5751 -3.5960 1.8772
H11 -3.8989 -2.6229 -0.2890
H12 1.5419 -1.5764 -3.1163
H13 3.6425 -2.8124 -3.5819
H14 1.8210 -6.4282 -2.2395
H15 -0.3003 -5.2035 -1.7809
N3 5.1929 1.1899 -5.6356
C26 4.4047 1.1171 -4.8017
C27 3.4366 1.0033 -3.7564
C28 3.8121 0.4901 -2.5149
C29 2.8606 0.3508 -1.5174
C30 1.5124 0.6979 -1.7053
C31 1.1741 1.2226 -2.9587
C32 2.1118 1.3820 -3.9696
H16 4.8421 0.2006 -2.3467
H17 3.1824 -0.0666 -0.5656
H18 0.1463 1.4892 -3.1793
H19 1.8214 1.7903 -4.9293
C33 4.2300 3.6683 1.7616
N4 2.9587 2.9802 1.8722
C34 2.3774 2.4757 3.0094
C35 1.2455 1.8328 2.6069
N5 1.1346 1.9317 1.2411
C36 2.1810 2.6289 0.8355
H20 4.4505 4.2056 2.6800
H21 4.1923 4.3705 0.9321
H22 5.0283 2.9501 1.5729
H23 2.8131 2.6009 3.9845
H24 0.4939 1.3303 3.1923
H25 2.3988 2.8931 -0.1858

Listed below, in e, are the Löwdin charges computed for each atom:
1. Mg 0.695
2. O 0.085
3. C -0.580
4. O -0.192
5. C -0.083
6. C 0.080
7. C -0.109
8. C 0.089
9. C -0.115
10. C 0.056
11. N -0.347
12. O 0.101
13. O 0.069
14. N -0.349
15. O 0.089
16. O 0.095
17. H 0.137
18. H 0.135
19. H 0.107
20. F 0.061
21. C -0.284
22. C -0.005
23. C -0.115
24. C -0.373
25. C -0.134
26. C -0.008
27. Sb 1.563
28. C -0.369
29. C -0.122
30. C -0.003
31. C -0.278
32. F 0.062
33. C 0.002
34. C -0.128
35. C -0.394
36. C -0.123
37. C -0.001
38. C -0.281
39. F 0.063
40. C -0.003
41. C -0.132
42. H 0.120
43. H 0.092
44. H 0.079
45. H 0.120
46. H 0.093
47. H 0.119
48. H 0.123
49. H 0.080
50. H 0.072
51. H 0.119
52. H 0.120
53. H 0.109
54. N 0.154
55. C -0.192
56. C -0.246
57. C -0.048
58. C -0.171
59. C -0.235
60. C -0.133
61. C -0.032
62. H 0.117
63. H 0.094
64. H 0.085
65. H 0.119
66. C 0.001
67. N -0.114
68. C -0.039
69. C -0.097
70. N -0.010
71. C -0.143
72. H 0.096
73. H 0.098
74. H 0.099
75. H 0.125
76. H 0.120
77. H 0.142


Among the records above, which one has the lowest strongest force on any atom?
C36H25ClF6N4O6Pb


The highest calculated total energy belongs to which entry?
C36H25F3MgN5O6Sb


Among the records above, which one has the highest energy relative to the best compared isomer or geometry (same formula, charge and spin)?
C36H25ClF6N4O6Pb